DFT (ωB97M-V/def2-TZVPD) results for a molecular structure, C6H7NO4Sr.

E_HOMO, hartree: -0.617
Charge: +2
ΔE to the lowest compared entry with this formula, charge and spin, kcal/mol: 0.0
DFT total energy, eV: -16833.89808
Molar mass, g/mol: 244.7

Geometry (Å):
Sr 0.95352 -0.78616 -1.13726
O -3.23943 -1.11922 -1.37548
C -2.18657 -0.80149 -0.98686
C 2.11440 0.91950 1.16794
O 3.00720 1.37538 1.74588
C -0.07620 2.11933 -1.50817
O -0.14854 3.05122 -2.14944
C 0.10893 -2.12033 1.50994
O 0.11177 -3.04278 2.19985
C 2.08183 -2.38299 -3.37672
H 1.63237 -3.36761 -3.09133
H 1.56428 -1.82474 -4.19598
C 3.23679 -1.92271 -2.80143
H 3.70668 -0.96381 -3.11693
H 3.76915 -2.50865 -2.01557
N -1.19223 1.02886 1.51346
H -0.99293 2.02642 1.39217
H -0.87388 0.66798 2.41462
H -2.14613 0.78725 1.30139